[1]
This record from the Open Molecules 2025 dataset describes an isolated molecule of C2H4OS3 in a non-equilibrium geometry. The level of theory is ωB97M-V with the def2-TZVPD basis set.

Properties
**Electronic energy**: -1348.36083 Ha
**SMILES**: OC1(CS)SS1
**LUMO level**: -0.140 eV
**Energy above the lowest of the compared OMol25 structures with the same formula, charge and spin**: 124.8 kJ/mol
**Highest occupied orbital energy**: -8.7 eV

Each line ends with the Mulliken charge.
Atoms and positions in Å:
O -0.305378 0.997434 1.632209  -0.50
C 0.177533 -0.294022 1.327859  0.35
C 0.340523 -0.446735 -0.244838  -0.54
S -1.288363 -0.573591 -1.098239  -0.22
S 1.674203 -0.658015 2.163887  -0.18
S -0.071267 -1.703158 2.255986  -0.12
H -0.171449 1.254187 2.583619  0.37
H 0.951686 -1.430016 -0.473662  0.33
H 0.896530 0.395614 -0.530252  0.37
H -2.048906 -0.316589 -0.010679  0.15

Cartesian forces (eV/Å) of the 6 atoms listed first:
-0.61 -0.35 0.49
0.70 2.56 -2.73
-0.45 -2.77 1.59
0.24 0.13 0.41
2.00 -0.28 0.74
-1.35 -1.69 1.20

***

[2]
This record from the Open Molecules 2025 dataset describes C5H10N as an isolated structure in a non-equilibrium geometry. The level of theory is ωB97M-V with the def2-TZVPD basis set.

Properties
**Electronic energy**: -250.87925 Ha
**LUMO level**: -4.996 eV
**Net charge**: +1
**Energy above the lowest of the compared OMol25 structures with the same formula, charge and spin**: 330.9 kJ/mol
**Highest occupied orbital energy**: -14.1 eV

Each line ends with the Mulliken charge.
Atoms and positions in Å:
C -2.230760 0.184223 0.098771  -0.93
C -1.173083 -0.614535 -0.063087  0.39
C 0.644607 0.912123 0.721178  -0.58
C 0.848715 1.328767 -0.685205  -0.11
C 1.204121 -1.316049 -0.087943  -0.85
N 0.206604 -0.315980 0.001274  0.14
H -3.202086 -0.120568 -0.029186  0.30
H -2.164339 1.205338 0.339015  0.25
H -1.233917 -1.680363 -0.107407  0.24
H 1.401017 0.635169 1.410492  0.27
H -0.030603 1.484314 1.313623  0.28
H -0.016509 1.738231 -1.267142  0.28
H 1.696115 1.259424 -1.420909  0.29
H 0.584848 -2.110384 0.286273  0.36
H 1.550976 -1.481975 -1.141567  0.30
H 1.914288 -1.107741 0.631821  0.37

Cartesian forces (eV/Å) of the 6 atoms listed first:
2.83 -0.24 -0.10
-1.01 -0.21 0.22
0.35 0.07 -0.70
-1.39 -1.59 -1.14
-1.44 -1.75 -1.87
-0.02 6.02 -0.46

***

[3]
This record from the Open Molecules 2025 dataset describes a 4-piece molecular cluster, C3H16N2O3 overall in a non-equilibrium geometry. The level of theory is ωB97M-V with the def2-TZVPD basis set.

Properties
**Electronic energy**: -459.05079 Ha
**SMILES**: C[C@H](N)CN.O.O.O
**LUMO level**: 0.493 eV
**Energy above the lowest of the compared OMol25 structures with the same formula, charge and spin**: 223.8 kJ/mol
**Highest occupied orbital energy**: -9.5 eV

Each line ends with the Mulliken charge.
Atoms and positions in Å:
C 0.570828 -1.569316 2.062649  -1.63
C -0.387960 -0.681132 1.244477  0.35
N -0.529865 -1.469648 -0.050921  -0.48
C 0.038518 0.744688 0.828446  -0.03
N -1.177626 1.564402 1.252974  -0.62
H 0.187491 -2.588308 2.090635  0.43
H 1.563526 -1.886983 1.571495  0.31
H 0.743114 -0.947806 2.979007  0.38
H -1.237332 -0.639034 2.010739  0.31
H -1.498578 -1.772905 -0.017491  0.24
H -0.058064 -2.349220 -0.163330  0.24
H -0.006118 0.904052 -0.312418  -0.01
H 1.043796 0.966981 1.275520  0.29
H -1.001075 2.515899 0.925131  0.21
H -1.375554 1.653213 2.244788  0.19
O 3.083988 0.578623 -0.944900  -0.67
H 2.617355 0.769910 -1.819793  0.36
H 2.526299 0.036146 -0.393837  0.31
O -2.576933 0.218200 -1.156013  -0.67
H -1.634685 0.153829 -1.384141  0.22
H -2.615345 1.151186 -0.809024  0.33
O 0.825274 0.458719 -2.423487  -0.72
H 0.379906 0.909210 -3.229204  0.34
H 0.116900 -0.263667 -2.338686  0.32

Cartesian forces (eV/Å) of the 6 atoms listed first:
2.12 1.04 -0.49
1.84 -2.37 -0.80
-2.63 0.74 0.19
-1.93 0.20 0.42
1.36 1.08 -0.77
-0.82 0.30 1.17

***

[4]
This record from the Open Molecules 2025 dataset describes C25H19CoN5O4Se as an isolated structure in a non-equilibrium geometry. The level of theory is ωB97M-V with the def2-TZVPD basis set.

Properties
**<S²>**: 0.98
**Multiplicity**: 2
**Electronic energy**: -5322.94998 Ha
**LUMO level (alpha / beta)**: -0.819 / -1.764 eV
**Energy above the lowest of the compared OMol25 structures with the same formula, charge and spin**: 103.6 kJ/mol
**Highest occupied orbital energy (alpha / beta)**: -6.7 / -5.5 eV

Each line ends with the Mulliken charge.
Atoms and positions in Å:
Co -1.258209 -0.026926 0.130055  -0.39
O 1.407453 -2.008064 -2.429787  -0.56
C 0.542882 -1.289455 -1.728567  0.14
O 0.593316 -1.172089 -0.533593  -0.22
C -0.506992 -0.596663 -2.523693  0.21
C -0.592990 -0.665360 -3.905052  -0.59
C -1.616908 0.002396 -4.540042  -0.96
C -2.508291 0.735046 -3.774971  -0.96
C -2.355702 0.766177 -2.402543  0.93
N -1.381600 0.092493 -1.786069  0.86
C -3.255149 1.539134 -1.462060  0.36
O -4.036841 2.495393 -1.978781  -0.50
O -3.257803 1.320227 -0.294389  -0.36
H 2.050342 -2.367979 -1.798268  0.34
H 0.145490 -1.242917 -4.444606  0.57
H -1.725212 -0.042342 -5.615410  0.45
H -3.334425 1.243996 -4.254783  0.41
H -3.863412 2.636039 -2.916197  0.28
C -1.041587 5.277698 -1.555414  -0.46
C -0.455445 4.180318 -2.170159  -0.82
C -0.241413 3.011029 -1.453488  0.01
C -0.608124 2.936952 -0.117348  -0.19
C -1.157320 4.048690 0.511601  -0.13
C -1.380178 5.209767 -0.209189  -0.67
N -0.452538 1.700039 0.583055  1.29
N -0.103847 1.865124 1.774642  -1.24
C -0.192218 0.699808 2.522461  0.35
C 0.400609 0.638182 3.770212  -0.50
C 0.280114 -0.523818 4.502585  -0.34
C -0.453459 -1.574181 3.968177  -0.63
C -1.033035 -1.428668 2.721291  -0.36
N -0.894093 -0.316182 1.995600  0.20
H -1.231580 6.183277 -2.119043  0.41
H -0.151146 4.236077 -3.207735  0.42
H 0.259858 2.170395 -1.916921  0.39
H -1.434134 3.971806 1.553627  0.46
H -1.823646 6.067667 0.280954  0.37
H 0.953604 1.499028 4.122824  0.48
H 0.751422 -0.619651 5.472453  0.41
H -0.582222 -2.502079 4.508904  0.46
H -1.630625 -2.215857 2.280069  0.42
Se 2.965735 -0.366323 0.821230  0.05
C 3.285275 -2.197737 1.234900  -0.13
C 2.228118 -3.090942 1.434833  0.09
C 2.480196 -4.420056 1.755440  -0.66
C 3.784024 -4.876016 1.896773  -0.42
C 4.839469 -3.993954 1.696962  -0.48
C 4.596305 -2.668362 1.361117  -0.47
H 1.208944 -2.742458 1.324778  0.47
H 1.649457 -5.101348 1.898977  0.41
H 3.977408 -5.909344 2.155120  0.38
H 5.861927 -4.342013 1.797316  0.36
H 5.422123 -1.986960 1.193611  0.37
N -2.849827 -2.620885 -0.132703  -0.94
C -2.274086 -1.618155 0.001224  0.60

Cartesian forces (eV/Å) of the 6 atoms listed first:
1.39 0.25 0.92
0.15 -0.01 -0.32
-0.22 0.11 -0.38
0.21 -0.24 0.48
-0.15 -0.21 -0.20
0.37 -0.21 0.11

***

Q: Which of these has the highest energy above the lowest of the compared OMol25 structures with the same formula, charge and spin?
A: C5H10N